C10H14O3 | ωB97M-V/def2-TZVPD

Atoms and positions in Å:
O 0.76 2.66 1.48
O 2.76 1.89 0.16
O -1.06 1.34 1.74
C 0.10 1.66 1.18
C 2.00 0.91 -0.34
C 0.65 0.77 0.09
C 2.21 0.33 -1.65
C 2.01 -1.22 -1.62
C -3.18 -0.04 1.93
C 0.63 -1.56 -1.06
C -1.27 -0.86 0.47
C -1.98 0.44 1.01
C -0.21 -0.37 -0.51
H 2.14 2.40 0.84
H 1.58 0.85 -2.25
H 3.29 0.42 -2.00
H 2.07 -1.54 -2.65
H 2.73 -1.70 -1.09
H -3.83 -0.69 1.27
H -2.88 -0.57 2.79
H -3.69 0.90 2.26
H 0.89 -2.41 -0.38
H 0.16 -2.05 -1.82
H -0.65 -1.35 1.22
H -2.03 -1.42 -0.01
H -2.38 1.00 0.20
H -0.83 0.20 -1.25

Output
Energy above the lowest of the compared OMol25 structures with the same formula, charge and spin ... 21.4 kcal per mole
HOMO energy ... -8.36 eV
SMILES ... C[C@@H]1C[C@@H]2CCCC(O)=C2C(=O)O1
DFT total energy ... -615.12061 hartree
Largest force on an atom ... 0.122 hartree/bohr
Lowest unoccupied orbital energy ... 0.71 eV
Kohn-Sham gap ... 9.07 eV
Multiplicity ... 1

Atomic partial charges in e from the natural (NBO) method, atoms 1 to 2: -0.64 -0.66